The ion C8H22N2P2 with charge +2 at a distorted geometry. Source: OMol25; level of theory: ωB97M-V/def2-TZVPD.

Properties
- DFT total energy (eV) = -30190.4085
- SMILES string = C=P[C@@H]([NH+](C)C)P(C)C[NH+](C)C
- net charge = +2
- frontier orbital gap (eV) = 9.9
- ΔE to the lowest compared entry with this formula, charge and spin (eV) = 1.218

The geometry in XYZ format:
```
34
Properties=species:S:1:pos:R:3:nbo_charge:R:1
C -3.29794 2.70734 0.20280 -0.8290
P -3.70630 1.15455 0.27757 0.7651
C -1.96382 0.00329 0.53764 -0.6463
N -2.32576 -1.53854 0.47342 -0.3787
C -2.87430 -1.73573 -0.86740 -0.4069
C -1.26307 -2.42369 0.73091 -0.4335
P -0.37219 0.78718 -0.29479 0.7576
C -0.58646 0.43078 -2.08605 -0.9883
C 1.41701 -0.14054 0.14222 -0.4646
N 2.49703 0.92244 0.04038 -0.3556
C 2.14967 2.00150 1.09084 -0.3919
C 3.81921 0.36347 0.21947 -0.4413
H -2.22135 3.03299 0.17728 0.2526
H -4.04606 3.37876 -0.05231 0.2695
H -1.74236 0.29970 1.64796 0.2651
H -3.02770 -1.74954 1.20564 0.4490
H -2.00391 -1.47514 -1.47270 0.2259
H -3.26921 -2.67102 -1.04822 0.2458
H -3.72042 -1.16100 -0.93880 0.2341
H -0.30917 -2.14941 0.19537 0.2165
H -1.02736 -2.49554 1.80185 0.2470
H -1.55996 -3.42643 0.44225 0.2558
H -0.11913 1.16691 -2.62257 0.2520
H -1.70823 0.51243 -2.39782 0.2783
H -0.01511 -0.52348 -2.39760 0.2476
H 1.16265 -0.36845 1.19500 0.2330
H 1.64330 -1.06591 -0.27539 0.2358
H 2.29470 1.39381 -0.83606 0.4353
H 2.92781 2.73775 0.86891 0.2444
H 1.17666 2.36473 0.70424 0.2402
H 2.04440 1.59704 2.03406 0.2320
H 4.55537 1.10749 0.11945 0.2497
H 3.85261 -0.10812 1.24382 0.2437
H 4.13997 -0.46408 -0.50294 0.2599
```